Density functional theory data (ωB97M-V with the def2-TZVPD basis set) for a structure of composition C30H41AsCdFI2N5O4.

```
85
Properties=species:S:1:pos:R:3
Cd -3.318 0.567 0.281
F 3.990 -3.110 1.584
C 3.601 -1.921 1.093
C 2.369 -1.355 1.352
C 2.056 -0.093 0.894
C 0.725 0.492 1.078
O -0.195 -0.090 1.640
C 0.576 1.777 0.460
C 1.612 2.462 0.011
N 2.844 1.911 -0.158
C 3.892 2.721 -0.738
C 4.334 2.428 -2.167
C 3.480 3.634 -1.819
C 3.037 0.611 0.211
C 4.242 0.008 -0.158
C 4.561 -1.274 0.268
N 5.796 -1.835 -0.048
C 5.682 -3.105 -0.708
C 7.048 -3.434 -1.335
N 8.112 -3.513 -0.257
C 8.169 -2.260 0.590
C 6.771 -1.889 1.090
C -0.766 2.386 0.344
O -1.037 3.504 0.739
O -1.599 1.550 -0.256
H 1.571 -1.890 1.890
H 1.516 3.518 -0.167
H 4.660 3.017 -0.044
H 3.876 1.600 -2.652
H 5.389 2.626 -2.441
H 2.489 3.640 -2.166
H 3.977 4.621 -1.932
H 4.989 0.606 -0.666
H 4.984 -3.006 -1.523
H 5.354 -3.990 -0.143
H 7.358 -2.738 -2.102
H 7.016 -4.409 -1.865
H 8.998 -3.737 -0.707
H 7.904 -4.284 0.360
H 8.564 -1.470 -0.064
H 8.794 -2.511 1.476
H 6.825 -0.869 1.510
H 6.471 -2.581 1.840
I -3.518 -0.091 3.275
C -5.338 -1.185 3.254
I -6.061 -1.758 1.380
H -6.087 -0.580 3.738
H -5.187 -2.075 3.861
C -7.193 2.251 2.231
C -5.999 3.041 1.647
As -5.275 2.286 -0.004
C -6.889 1.702 -1.018
C -7.686 2.995 -1.328
C -4.418 3.745 -1.058
C -4.983 5.117 -0.818
H -7.483 2.663 3.203
H -6.941 1.191 2.387
H -8.031 2.250 1.561
H -5.113 3.051 2.311
H -6.197 4.054 1.375
H -7.485 0.971 -0.469
H -6.507 1.150 -1.896
H -7.985 3.483 -0.391
H -8.624 2.829 -1.896
H -7.061 3.605 -1.983
H -4.407 3.423 -2.112
H -3.379 3.680 -0.738
H -6.075 5.159 -0.949
H -4.597 5.865 -1.499
H -4.722 5.413 0.212
N -0.200 -5.985 -0.873
C 0.378 -4.742 -0.963
O 1.445 -4.496 -1.466
C -0.559 -3.562 -0.571
C -0.316 -2.356 -1.173
C -1.181 -1.296 -0.987
N -2.255 -1.375 -0.196
C -2.533 -2.553 0.381
C -1.681 -3.623 0.263
H 0.349 -6.727 -1.292
H -1.168 -6.111 -0.624
H 0.560 -2.251 -1.810
H -1.000 -0.303 -1.363
H -3.450 -2.660 0.963
H -1.864 -4.509 0.839
```

Net charge = +2
LUMO energy = -4.409 eV
2S+1 = 1
HOMO energy = -12.141 eV
Relative energy (zero: lowest compared OMol25 entry of this formula, charge and spin) = 10.1 kJ/mol



Density functional theory data (ωB97M-V with the def2-TZVPD basis set) for a structure of composition C30H41CdN3O3.

```
78
Properties=species:S:1:pos:R:3
C -7.093 1.504 -2.580
C -6.331 1.381 -3.812
H -6.589 2.174 -1.840
H -7.183 0.573 -1.965
C -5.326 1.075 -4.737
C -3.932 0.849 -4.895
H -3.365 0.929 -3.966
H -3.833 -0.250 -4.918
C -7.584 2.043 -4.400
H -8.382 2.354 -3.644
H -8.140 1.386 -5.100
H -7.346 2.990 -4.931
C -5.684 1.139 -6.140
H -5.821 2.190 -6.374
H -6.585 0.610 -6.396
H -4.873 0.787 -6.794
Cd -0.181 -0.357 -0.362
O -2.218 -0.338 -0.912
C -3.078 -1.385 -1.014
O -0.359 -2.438 -1.101
C -1.368 -2.946 -1.644
O -1.361 -4.174 -2.142
N -2.663 -2.403 -1.790
C -2.679 -4.533 -2.630
C -3.496 -3.321 -2.633
H -3.083 -5.259 -1.956
H -2.526 -4.962 -3.595
H -4.461 -3.381 -2.162
H -3.600 -2.897 -3.630
C -4.356 -1.127 -0.359
C -4.314 0.257 0.042
H -4.896 -1.230 -1.406
H -4.229 0.740 -1.075
H -5.323 0.873 0.118
C 6.781 1.228 0.879
C 6.084 1.364 -0.476
C 6.334 2.771 -1.041
C 6.678 0.336 -1.453
C 4.580 1.130 -0.364
C 3.823 1.215 -1.540
C 2.468 0.919 -1.489
N 1.888 0.539 -0.331
C 2.574 0.500 0.839
C 3.945 0.807 0.841
C 1.796 0.102 2.043
C 2.323 0.072 3.349
C 1.510 -0.338 4.413
C 0.174 -0.670 4.157
C -0.302 -0.600 2.852
N 0.503 -0.246 1.827
C 2.017 -0.470 5.850
C 1.145 0.386 6.782
C 1.897 -1.938 6.290
C 3.475 -0.028 5.987
H 7.857 1.407 0.766
H 6.646 0.218 1.286
H 6.388 1.960 1.595
H 7.411 2.959 -1.132
H 5.882 2.888 -2.033
H 5.905 3.531 -0.376
H 6.506 -0.684 -1.086
H 6.226 0.423 -2.448
H 7.760 0.487 -1.554
H 4.261 1.485 -2.502
H 1.825 0.965 -2.378
H 4.461 0.753 1.796
H 3.362 0.373 3.475
H -0.508 -0.993 4.949
H -1.344 -0.837 2.604
H 0.098 0.065 6.761
H 1.507 0.305 7.815
H 1.189 1.441 6.484
H 2.507 -2.582 5.644
H 2.250 -2.054 7.323
H 0.859 -2.286 6.242
H 4.131 -0.647 5.364
H 3.592 1.025 5.702
H 3.798 -0.135 7.030
```

Net charge = +2
LUMO energy (spin up / spin down) = -7.870 / -7.861 eV
2S+1 = 1
HOMO energy (spin up / spin down) = -12.062 / -12.037 eV



Density functional theory data (ωB97M-V with the def2-TZVPD basis set) for a cluster of 8 separate species, C30H41F22NO16P in total.

```
111
Properties=species:S:1:pos:R:3
O 1.203 -3.728 1.615
C 0.487 -2.938 1.039
F 0.716 -1.615 1.220
N -0.600 -3.163 0.223
C -1.784 -3.822 0.929
O -1.664 -4.951 1.329
P -3.429 -2.735 1.065
H -0.340 -3.653 -0.619
H -2.540 -1.585 1.080
H -3.304 -2.793 2.537
H -4.223 -3.959 1.043
H -3.379 -2.655 -0.379
H -4.638 -1.904 1.134
C 3.516 -0.568 2.024
C 3.567 -1.748 2.968
O 4.730 -1.680 3.831
C 4.647 -0.874 4.869
O 3.720 -0.190 5.184
C 5.946 -0.959 5.686
F 7.026 -0.894 4.899
F 5.999 -2.115 6.360
F 6.021 0.034 6.567
H 4.446 -0.497 1.454
H 2.689 -0.670 1.333
H 3.396 0.368 2.566
H 3.667 -2.676 2.414
H 2.661 -1.825 3.565
C -5.798 1.629 -3.395
C -5.670 0.519 -2.372
O -4.531 0.721 -1.521
C -4.683 1.584 -0.533
O -5.662 2.223 -0.284
C -3.405 1.608 0.315
F -2.307 1.705 -0.446
F -3.328 0.498 1.022
F -3.401 2.658 1.153
H -4.875 1.725 -3.969
H -6.619 1.417 -4.080
H -5.988 2.589 -2.915
H -5.499 -0.435 -2.864
H -6.571 0.420 -1.769
C -6.512 -2.790 -7.060
C -6.542 -4.040 -6.205
O -5.387 -4.123 -5.356
C -5.426 -3.386 -4.252
O -6.323 -2.672 -3.915
C -4.147 -3.606 -3.431
F -3.061 -3.553 -4.220
F -4.173 -4.813 -2.858
F -4.030 -2.692 -2.492
H -5.586 -2.744 -7.633
H -7.354 -2.786 -7.752
H -6.565 -1.893 -6.446
H -6.507 -4.928 -6.833
H -7.450 -4.095 -5.605
C 4.574 5.047 1.511
C 3.120 5.156 1.104
O 2.863 4.447 -0.123
C 2.720 3.132 -0.006
O 2.785 2.497 0.999
C 2.411 2.524 -1.382
F 3.235 3.016 -2.322
F 1.159 2.810 -1.748
F 2.547 1.208 -1.363
H 5.221 5.390 0.703
H 4.764 5.654 2.395
H 4.844 4.016 1.735
H 2.859 6.192 0.900
H 2.455 4.794 1.887
C 4.518 4.352 -4.353
C 4.948 5.411 -5.345
O 6.154 6.078 -4.918
C 7.287 5.436 -5.149
O 7.413 4.372 -5.674
C 8.468 6.294 -4.672
F 8.245 6.797 -3.455
F 8.662 7.318 -5.513
F 9.584 5.578 -4.627
H 4.413 4.786 -3.362
H 3.566 3.919 -4.651
H 5.255 3.552 -4.286
H 4.194 6.192 -5.412
H 5.086 4.999 -6.344
C 1.988 -6.537 1.609
C 2.580 -7.374 0.499
O 3.786 -8.061 0.917
C 3.621 -9.168 1.613
O 2.588 -9.677 1.931
C 4.995 -9.774 1.939
F 5.847 -8.850 2.390
F 5.531 -10.326 0.840
F 4.890 -10.723 2.863
H 2.727 -5.839 1.997
H 1.135 -5.978 1.244
H 1.657 -7.163 2.438
H 2.888 -6.737 -0.328
H 1.863 -8.096 0.110
C -4.082 4.705 3.377
C -4.448 3.717 4.461
O -4.669 4.379 5.728
C -5.843 4.960 5.887
O -6.742 4.998 5.103
C -5.920 5.576 7.293
F -4.812 6.263 7.589
F -6.068 4.616 8.214
F -6.955 6.403 7.391
H -3.218 5.300 3.679
H -3.843 4.182 2.458
H -4.901 5.396 3.178
H -3.628 3.024 4.635
H -5.323 3.128 4.191
```

Net charge = -1
LUMO energy = 1.662 eV
2S+1 = 1
HOMO energy = -3.934 eV
Relative energy (zero: lowest compared OMol25 entry of this formula, charge and spin) = 0.0 kJ/mol



Density functional theory data (ωB97M-V with the def2-TZVPD basis set) for a structure of composition C30H41IIrN3.

```
76
Properties=species:S:1:pos:R:3
Ir -0.280 -0.624 -0.095
C -2.318 -1.662 1.038
C -2.988 -0.339 0.680
C -2.617 0.127 -0.730
C -2.781 0.679 1.792
C -3.830 0.853 2.679
C -3.722 1.739 3.736
C -2.542 2.430 3.906
C -1.447 2.288 3.049
C -0.235 3.129 3.458
C 1.160 2.540 3.252
C -0.327 4.567 2.935
C -1.589 1.410 1.962
N -0.593 1.206 0.973
C -0.018 2.209 0.383
C 0.830 1.922 -0.708
C 1.621 2.746 -1.482
C 2.049 1.968 -2.554
C 1.479 0.697 -2.436
N 0.779 0.648 -1.264
C 1.447 -0.321 -3.563
C 2.084 0.285 -4.820
C 2.216 -1.607 -3.249
C -0.020 -0.626 -3.894
H -2.464 -2.442 0.297
H -2.657 -2.014 2.016
H -1.209 -1.593 1.273
H -4.065 -0.528 0.662
H -1.585 -0.103 -1.194
H -2.656 1.217 -0.820
H -3.232 -0.364 -1.484
H -4.750 0.302 2.524
H -4.546 1.884 4.421
H -2.446 3.110 4.744
H -0.344 3.202 4.544
H 1.522 2.622 2.229
H 1.197 1.492 3.557
H 1.866 3.090 3.877
H -0.172 4.641 1.858
H 0.429 5.186 3.423
H -1.308 4.994 3.144
H -0.190 3.229 0.691
H 1.784 3.798 -1.319
H 2.636 2.312 -3.387
H 3.138 0.520 -4.666
H 1.566 1.190 -5.137
H 2.021 -0.444 -5.629
H 3.258 -1.380 -3.009
H 2.208 -2.261 -4.123
H 1.768 -2.161 -2.431
H -0.546 0.294 -4.157
H -0.531 -1.083 -3.049
H -0.079 -1.316 -4.738
C 2.475 -0.156 1.094
N 1.443 -1.214 0.939
C 1.035 -1.637 2.302
C 2.080 -2.386 0.256
C 1.047 -3.195 -0.453
C 1.231 -4.541 -0.735
C 0.304 -5.211 -1.521
C -0.798 -4.524 -2.009
C -0.980 -3.180 -1.704
C -0.060 -2.479 -0.925
H 3.315 -0.573 1.654
H 2.051 0.680 1.642
H 2.811 0.180 0.118
H 1.924 -1.854 2.899
H 0.429 -2.540 2.233
H 0.467 -0.836 2.775
H 2.650 -2.957 0.994
H 2.787 -1.979 -0.470
H 2.100 -5.065 -0.354
H 0.441 -6.259 -1.752
H -1.523 -5.038 -2.628
H -1.855 -2.672 -2.099
I -2.345 3.778 -1.420
```

Net charge = 0
LUMO energy = -0.416 eV
2S+1 = 1
HOMO energy = -6.466 eV
Relative energy (zero: lowest compared OMol25 entry of this formula, charge and spin) = 3.2 kJ/mol



Density functional theory data (ωB97M-V with the def2-TZVPD basis set) for a structure of composition C30H42AsCrFN5O4Si3.

```
87
Properties=species:S:1:pos:R:3
Cr -0.256 -0.752 -0.092
C 4.073 -1.184 -0.245
C 4.397 -1.264 1.094
C 3.388 -1.165 2.045
C 2.089 -0.976 1.625
N 1.778 -0.890 0.310
C 2.745 -1.006 -0.597
C 0.931 -0.872 2.544
C 0.973 -0.955 3.926
C -0.224 -0.924 4.626
C -1.434 -0.844 3.950
C -1.409 -0.761 2.569
N -0.242 -0.736 1.918
C -2.589 -0.789 1.670
C -3.895 -0.857 2.116
C -4.920 -0.980 1.188
C -4.610 -1.041 -0.160
C -3.282 -0.954 -0.537
N -2.296 -0.817 0.351
H 4.823 -1.273 -1.017
H 5.423 -1.410 1.406
H 3.622 -1.235 3.097
H 2.442 -0.962 -1.634
H 1.910 -1.057 4.452
H -0.216 -0.988 5.706
H -2.366 -0.860 4.495
H -4.118 -0.824 3.172
H -5.948 -1.038 1.520
H -5.376 -1.154 -0.913
H -2.986 -1.001 -1.576
C -2.736 1.873 -2.749
Si -2.268 2.750 -1.168
C -2.162 4.581 -1.470
C -3.482 2.511 0.231
As -0.157 1.797 -0.544
Si 0.668 3.070 1.306
C 0.582 4.885 0.899
C -0.431 2.677 2.766
C 2.441 2.594 1.647
Si 1.264 2.238 -2.440
C 3.020 2.389 -1.829
C 1.017 0.835 -3.639
C 0.785 3.842 -3.250
H -3.794 2.035 -2.967
H -2.550 0.799 -2.736
H -2.168 2.291 -3.583
H -3.154 4.896 -1.810
H -1.450 4.870 -2.239
H -1.944 5.141 -0.563
H -4.482 2.754 -0.137
H -3.258 3.216 1.034
H -3.517 1.512 0.657
H -0.427 5.282 1.005
H 0.940 5.118 -0.103
H 1.217 5.420 1.609
H -1.488 2.659 2.498
H -0.296 3.454 3.524
H -0.173 1.724 3.231
H 3.117 3.157 1.005
H 2.657 1.536 1.511
H 2.680 2.856 2.682
H 3.335 1.618 -1.128
H 3.170 3.360 -1.353
H 3.686 2.350 -2.696
H 1.223 -0.151 -3.225
H 1.676 0.992 -4.497
H -0.009 0.821 -4.012
H 0.820 4.690 -2.566
H -0.197 3.809 -3.721
H 1.516 4.032 -4.042
F -0.433 -8.123 0.266
C 0.291 -7.073 -0.096
C -0.177 -6.169 -0.955
N 0.592 -5.075 -1.343
C 0.050 -4.010 -2.147
C -0.155 -2.757 -1.335
O -0.218 -1.618 -1.907
O -0.269 -2.785 -0.078
C 1.839 -4.839 -0.808
O 2.444 -3.805 -1.042
N 2.303 -5.808 0.036
C 1.626 -6.951 0.496
O 2.121 -7.696 1.293
H -1.157 -6.261 -1.400
H -0.906 -4.318 -2.572
H 0.721 -3.763 -2.969
H 3.229 -5.662 0.417
```

Net charge = +2
LUMO energy (spin up / spin down) = -6.322 / -6.600 eV
2S+1 = 4
HOMO energy (spin up / spin down) = -13.532 / -13.531 eV
Relative energy (zero: lowest compared OMol25 entry of this formula, charge and spin) = 9.6 kJ/mol